# 1
DFT (ωB97M-V/def2-TZVPD) results for a structure of composition C65H84MoN4O5Se.

Values from the calculation:
Kohn-Sham gap (alpha / beta) (eV): 6.42 / 6.18
E_HOMO (alpha / beta) (eV): -7.47 / -7.55
LUMO (alpha / beta) (eV): -1.1 / -1.4
Spin multiplicity: 3

Atoms and positions in Å:
1 Mo 0.115267 -0.282274 -0.268502
2 C -1.852924 1.880267 -7.927506
3 C -0.925805 0.772216 -7.410542
4 C 0.455084 0.881589 -8.074534
5 C -1.537847 -0.574091 -7.801407
6 C -0.751957 0.914476 -5.910746
7 C -1.030610 -0.100379 -5.017918
8 C -0.731854 0.079340 -3.681307
9 Se -1.154837 -1.259313 -2.387350
10 C 0.054881 -2.678926 -2.812107
11 C -0.054659 -3.408361 -3.978024
12 C 0.765856 -4.504930 -4.166418
13 C 1.558011 -4.889787 -3.082713
14 C 1.658321 -4.202326 -1.886965
15 C 0.948394 -2.975653 -1.763958
16 O 1.033136 -2.117939 -0.779270
17 C 2.461569 -4.767553 -0.722058
18 C 2.970437 -6.197646 -0.948632
19 C 1.542505 -4.785873 0.506056
20 C 3.658378 -3.857551 -0.443667
21 C 0.824930 -5.278801 -5.473579
22 C 0.417453 -6.740227 -5.242772
23 C -0.098680 -4.671360 -6.535826
24 C 2.269387 -5.213584 -5.995118
25 C -0.198694 1.258970 -3.137289
26 O 0.113043 1.279268 -1.875594
27 C -0.045557 2.350275 -4.045593
28 C -0.294815 2.124392 -5.383772
29 C 0.320278 3.742505 -3.547344
30 C 0.383075 4.811047 -4.645963
31 C -0.767538 4.165327 -2.554338
32 C 1.686310 3.717120 -2.863491
33 H -2.047539 1.735604 -8.987860
34 H -2.799915 1.853336 -7.391588
35 H -1.410999 2.863340 -7.792564
36 H 0.356902 0.788006 -9.154309
37 H 0.922737 1.836001 -7.848374
38 H 1.111314 0.089339 -7.716769
39 H -1.647301 -0.612919 -8.883083
40 H -0.900610 -1.401508 -7.497377
41 H -2.522429 -0.696283 -7.356124
42 H -1.469991 -1.037110 -5.324211
43 H -0.775138 -3.089036 -4.713475
44 H 2.125129 -5.798361 -3.180451
45 H 2.147409 -6.890108 -1.117851
46 H 3.667970 -6.256508 -1.780458
47 H 3.505012 -6.520646 -0.056438
48 H 0.625602 -5.336237 0.296133
49 H 2.047305 -5.252188 1.349089
50 H 1.284016 -3.766818 0.774570
51 H 4.268829 -3.750854 -1.336229
52 H 3.313969 -2.877086 -0.131630
53 H 4.278261 -4.271233 0.347589
54 H -0.613373 -6.797161 -4.901377
55 H 0.505696 -7.309461 -6.165081
56 H 1.051053 -7.209461 -4.496228
57 H -1.137177 -4.690031 -6.210319
58 H 0.187345 -3.643844 -6.756208
59 H -0.028769 -5.244334 -7.458647
60 H 2.949731 -5.732926 -5.325324
61 H 2.341938 -5.672567 -6.979640
62 H 2.591581 -4.176087 -6.069974
63 H -0.138688 2.940281 -6.068899
64 H -0.566918 4.914351 -5.166467
65 H 0.616862 5.768157 -4.180161
66 H 1.168885 4.590859 -5.365118
67 H -1.722012 4.259911 -3.068229
68 H -0.873402 3.421270 -1.771961
69 H -0.522958 5.121037 -2.094073
70 H 2.464947 3.501264 -3.591685
71 H 1.901113 4.679676 -2.404083
72 H 1.714195 2.963935 -2.087711
73 C -1.755626 -0.081364 4.563962
74 C -2.257100 0.391549 3.191090
75 C -3.074573 1.673454 3.399690
76 C -3.108326 -0.637710 2.468628
77 C -3.994673 -1.365150 3.243609
78 C -4.865702 -2.270745 2.672756
79 C -4.886566 -2.382339 1.303048
80 C -4.042959 -1.647103 0.469727
81 C -4.391207 -1.823979 -1.000252
82 C -3.787188 -3.112264 -1.581170
83 C -4.196015 -0.580140 -1.863831
84 C -3.066350 -0.819770 1.059273
85 N -2.083170 -0.036523 0.364592
86 C -2.481695 1.258745 0.342475
87 O -3.643559 1.656366 0.301717
88 C -1.351426 2.195972 0.491314
89 C -1.546056 3.547110 0.743939
90 C -0.443984 4.367195 0.923620
91 C 0.812398 3.811799 0.709170
92 C 0.910584 2.454393 0.462291
93 N -0.138986 1.617209 0.474690
94 C 2.191153 1.837521 0.030088
95 O 3.141877 2.546201 -0.290476
96 N 2.166096 0.490969 0.005345
97 C 3.513798 0.000632 0.040977
98 C 4.195124 -0.609350 -1.026389
99 C 5.438247 -1.193876 -0.770839
100 C 6.086870 -1.069142 0.434197
101 C 5.510945 -0.270001 1.398074
102 C 4.247241 0.267198 1.227280
103 C 3.780062 1.190871 2.334638
104 C 4.512993 2.538046 2.253908
105 C 4.012385 0.591214 3.728836
106 C 3.892185 -0.571581 -2.517187
107 C 4.855903 0.460015 -3.128118
108 C 2.490227 -0.187324 -2.945046
109 H -0.866721 0.478829 4.846414
110 H -1.510029 -1.138553 4.555807
111 H -2.504832 0.087162 5.333641
112 H -1.377594 0.626027 2.577311
113 H -3.884970 1.483351 4.099590
114 H -3.515007 2.013461 2.469609
115 H -2.439968 2.460947 3.801258
116 H -4.012578 -1.207019 4.309964
117 H -5.556038 -2.830812 3.285064
118 H -5.609918 -3.043225 0.846188
119 H -5.474241 -2.001861 -1.010158
120 H -2.700277 -3.149766 -1.534992
121 H -4.081629 -3.214038 -2.622969
122 H -4.167957 -3.970912 -1.031345
123 H -3.242492 -0.089922 -1.688068
124 H -4.968173 0.145739 -1.622812
125 H -4.268740 -0.839287 -2.919403
126 H -2.560847 3.915233 0.768462
127 H -0.557367 5.411714 1.165096
128 H 1.719789 4.397116 0.689649
129 H 5.925190 -1.734399 -1.569161
130 H 7.048814 -1.534209 0.590756
131 H 6.052810 -0.048378 2.302747
132 H 2.710500 1.397323 2.220417
133 H 5.588561 2.409372 2.365412
134 H 4.152434 3.188644 3.051038
135 H 4.330168 3.014262 1.294519
136 H 4.984162 0.885398 4.114136
137 H 3.972355 -0.490459 3.686459
138 H 3.256302 0.950692 4.421552
139 H 4.126507 -1.563073 -2.929008
140 H 4.636219 1.439953 -2.711253
141 H 4.728340 0.502800 -4.207779
142 H 5.892699 0.223267 -2.908099
143 H 2.338888 0.871151 -2.763299
144 H 1.751916 -0.757025 -2.391358
145 H 2.349690 -0.373143 -4.009624
146 O 2.536486 -1.770627 2.498921
147 C 1.390821 -1.122590 3.004242
148 C 0.190823 -1.936704 2.635916
149 C -0.274232 -2.883179 3.539891
150 C -1.262990 -3.775320 3.162331
151 C -1.696610 -3.713151 1.846153
152 C -1.180475 -2.741394 1.013233
153 N -0.272965 -1.822947 1.383053
154 H 2.596252 -2.651739 2.886909
155 H 1.359809 -0.144266 2.518902
156 H 1.458618 -0.998997 4.093880
157 H 0.145398 -2.917494 4.536544
158 H -1.642910 -4.508159 3.854459
159 H -2.433945 -4.402006 1.468360
160 H -1.488942 -2.704069 -0.022429

Cartesian forces, eV/Å:
-0.09 -1.69 -1.82
0.13 -0.16 0.03
-0.03 -0.06 -0.15
-0.22 -0.02 0.04
0.09 0.24 0.07
-0.06 -0.14 -0.04
0.01 -0.09 0.03
0.09 0.47 0.41
0.54 -0.09 -0.35
0.23 0.05 0.68
-0.04 0.05 0.01
-0.16 0.05 0.00
-0.10 0.10 -0.07
0.04 0.15 0.31
-0.70 -0.12 -1.42
0.43 0.75 1.03
0.09 -0.03 0.20
-0.16 0.31 -0.03
0.07 0.08 -0.04
-0.29 -0.05 0.04
-0.01 -0.03 -0.16
0.06 0.22 -0.05
0.17 -0.11 0.20
-0.20 -0.01 0.01
-0.43 -0.91 -1.03
0.15 -0.10 1.38
0.07 0.10 0.24
-0.01 -0.22 0.11
0.08 0.24 0.13
-0.07 -0.29 0.15
0.08 -0.10 -0.04
-0.19 -0.13 0.04
-0.03 0.05 -0.16
-0.11 0.03 0.01
0.01 0.14 -0.01
0.04 0.02 -0.16
0.08 0.12 0.00
0.06 -0.05 0.03
-0.03 -0.05 -0.11
0.04 -0.14 0.05
-0.14 -0.09 0.05
-0.01 -0.05 -0.18
-0.02 -0.06 -0.18
0.15 -0.17 -0.02
-0.06 -0.11 -0.08
0.07 -0.03 -0.14
0.01 -0.01 0.07
-0.06 -0.11 0.02
0.09 -0.12 0.16
-0.04 0.03 0.09
0.12 0.04 -0.11
0.06 0.12 0.00
0.14 -0.08 0.17
-0.13 -0.03 0.06
0.01 -0.09 -0.15
0.07 -0.11 0.11
-0.12 0.03 0.00
-0.03 0.10 -0.03
0.02 -0.06 -0.07
0.12 -0.04 0.07
0.02 -0.08 -0.10
0.06 0.07 -0.04
0.04 0.12 -0.08
-0.09 0.03 -0.11
0.01 0.05 0.01
0.06 0.00 -0.15
-0.15 0.03 -0.03
-0.03 -0.02 0.03
0.04 0.15 0.05
0.16 -0.06 -0.05
0.06 0.18 0.04
0.09 0.01 -0.07
0.00 -0.04 -0.18
0.14 0.02 0.07
0.15 0.02 -0.22
0.21 -0.10 -0.06
0.06 0.02 -0.03
0.01 0.01 0.02
0.03 -0.04 0.11
-0.06 0.05 0.02
0.21 0.03 -0.29
-0.02 0.10 0.19
-0.03 0.15 0.09
-0.57 -0.24 0.33
0.55 0.30 -0.35
-0.75 -0.20 -0.32
0.50 0.11 0.06
0.20 0.25 0.38
0.08 -0.19 -0.04
0.20 -0.47 -0.10
-0.24 -0.05 0.08
0.00 0.08 -0.10
-0.22 2.53 0.67
0.46 0.42 -0.45
-0.61 -0.06 0.18
-0.78 -0.31 -0.03
0.72 -0.46 0.05
-0.05 -0.08 0.07
0.09 0.02 0.21
0.00 -0.02 -0.24
-0.15 0.04 0.06
0.01 -0.15 -0.05
0.04 0.08 0.10
-0.20 0.06 -0.15
-0.10 -0.02 -0.12
-0.24 0.14 -0.12
0.00 -0.24 -0.03
0.16 -0.15 0.16
0.09 0.10 0.09
0.00 0.04 0.10
-0.09 0.01 0.11
-0.20 -0.10 0.10
-0.08 -0.04 0.13
-0.09 0.13 0.01
0.04 0.12 0.13
0.01 0.00 0.17
-0.06 -0.10 0.05
-0.10 -0.03 -0.10
0.15 0.00 0.06
-0.12 -0.08 -0.04
0.03 -0.07 -0.15
-0.04 -0.14 0.04
-0.26 0.03 -0.10
-0.04 0.11 -0.02
-0.02 0.02 -0.09
-0.05 -0.05 0.04
-0.03 0.13 -0.03
0.05 -0.03 0.01
0.02 -0.05 -0.17
0.10 -0.02 0.03
0.08 -0.02 0.20
0.13 -0.08 0.06
0.07 -0.11 0.12
0.06 0.10 0.10
0.10 0.07 0.13
0.14 0.03 0.10
-0.03 -0.09 0.14
-0.06 0.09 0.20
0.00 0.07 0.10
-0.02 0.16 0.07
-0.03 0.02 -0.16
0.13 0.00 -0.01
-0.13 0.10 0.03
-0.03 0.11 -0.19
0.00 -0.01 -0.09
0.21 -0.23 -0.14
-0.08 0.14 0.12
0.25 0.20 0.07
-0.12 -0.22 -0.17
0.28 0.26 -0.50
0.08 -0.11 0.26
0.12 -0.03 -0.29
-0.15 -0.32 0.63
-0.02 -0.01 -0.06
-0.02 -0.03 0.12
-0.11 0.11 -0.15
0.05 0.09 0.00
-0.11 -0.11 0.06
-0.08 -0.02 -0.11
-0.02 -0.01 0.12

---

# 2
DFT (ωB97M-V/def2-TZVPD) results for the ion C2H5N2Si with charge +1.

Values from the calculation:
Kohn-Sham gap (eV): 9.91
E_HOMO (eV): -14.51
LUMO (eV): -4.6
SMILES: [H]/N=[SiH]/C[N+]#C
Net charge: +1

Atoms and positions in Å:
1 H 1.369480 -2.327370 -0.286407
2 N 0.841169 -1.504578 -0.010562
3 Si 1.336001 -0.029827 -0.009540
4 C -0.446994 1.016159 -0.031440
5 N -1.379069 0.070725 0.041362
6 C -1.943013 -0.919715 -0.027770
7 H 2.507497 0.785055 0.279234
8 H -0.418841 1.718281 0.804396
9 H -0.627074 1.249930 -1.099558
10 H -2.595494 -1.695030 -0.117005

Cartesian forces, eV/Å:
-0.13 0.04 0.51
0.37 -1.54 -0.85
-1.46 1.36 0.35
3.21 0.67 -1.06
-2.54 -3.48 1.17
1.56 2.77 0.30
0.17 0.15 -0.17
-0.56 0.39 -0.67
0.84 1.67 0.58
-1.47 -2.04 -0.16

---

What energy relative to the best compared isomer or geometry (same formula, charge and spin) values result from the calculations? In sequence: 1.752; 2.502 eV.
What maximum force values result from the calculations? In sequence: 2.63; 4.46 eV/Å.